(1)
{
  "formula": "C4H10O2",
  "method": "ωB97M-V/def2-TZVPD",
  "de_lowest_kcal_mol": 13.4,
  "smiles": "CC(C)C=O.O",
  "energy_ha": -308.876771,
  "max_force_ha_per_bohr": 0.00966,
  "elements": ["C", "C", "C", "O", "C", "O", "H", "H", "H", "H", "H", "H", "H", "H", "H", "H"],
  "coordinates": [[-1.100, -1.023, -0.645], [-0.050, 0.062, -0.913], [-0.384, 1.375, -0.209], [0.527, -0.390, 2.386], [1.323, -0.465, -0.579], [2.167, 0.117, 0.068], [-0.885, -1.947, -1.193], [-1.126, -1.247, 0.427], [-2.089, -0.670, -0.954], [-1.151, 1.923, -0.764], [-0.771, 1.169, 0.793], [0.500, 2.010, -0.107], [0.193, 0.410, 2.808], [1.547, -1.470, -0.998], [0.002, 0.231, -2.003], [1.296, -0.085, 1.883]],
  "nbo_charge": [-0.607, -0.335, -0.615, -0.954, 0.477, -0.566, 0.210, 0.232, 0.216, 0.213, 0.213, 0.227, 0.466, 0.112, 0.224, 0.486]
}

(2)
{
  "formula": "C56H84F4O16",
  "method": "ωB97M-V/def2-TZVPD",
  "de_lowest_kcal_mol": 0.0,
  "smiles": "CCOC(C)=O.CCOC(C)=O.CCOC(C)=O.CCOC(C)=O.CCOC(C)=O.CCOC(C)=O.CCOC(C)=O.CCOC(C)=O.Fc1ccccc1.Fc1ccccc1.Fc1ccccc1.Fc1ccccc1",
  "energy_ha": -3787.526509,
  "max_force_ha_per_bohr": 0.06921,
  "elements": ["F", "C", "C", "C", "C", "C", "C", "H", "H", "H", "H", "H", "F", "C", "C", "C", "C", "C", "C", "H", "H", "H", "H", "H", "F", "C", "C", "C", "C", "C", "C", "H", "H", "H", "H", "H", "F", "C", "C", "C", "C", "C", "C", "H", "H", "H", "H", "H", "O", "C", "O", "C", "C", "C", "H", "H", "H", "H", "H", "H", "H", "H", "O", "C", "O", "C", "C", "C", "H", "H", "H", "H", "H", "H", "H", "H", "O", "C", "O", "C", "C", "C", "H", "H", "H", "H", "H", "H", "H", "H", "O", "C", "O", "C", "C", "C", "H", "H", "H", "H", "H", "H", "H", "H", "O", "C", "O", "C", "C", "C", "H", "H", "H", "H", "H", "H", "H", "H", "O", "C", "O", "C", "C", "C", "H", "H", "H", "H", "H", "H", "H", "H", "O", "C", "O", "C", "C", "C", "H", "H", "H", "H", "H", "H", "H", "H", "O", "C", "O", "C", "C", "C", "H", "H", "H", "H", "H", "H", "H", "H"],
  "coordinates": [[-1.355, -4.540, 2.237], [-0.268, -4.838, 1.474], [0.939, -4.606, 2.122], [2.093, -4.916, 1.403], [2.044, -5.371, 0.074], [0.780, -5.544, -0.525], [-0.419, -5.331, 0.209], [0.972, -4.112, 3.090], [3.058, -4.889, 1.990], [2.883, -5.793, -0.515], [0.709, -6.084, -1.538], [-1.389, -5.430, -0.189], [-7.183, 0.670, -2.374], [-5.858, 1.003, -2.191], [-5.040, 0.894, -3.309], [-3.679, 1.003, -3.065], [-3.145, 1.390, -1.857], [-4.042, 1.649, -0.835], [-5.433, 1.406, -0.920], [-5.495, 0.618, -4.224], [-3.035, 0.863, -3.924], [-2.126, 1.582, -1.669], [-3.641, 1.913, 0.125], [-6.081, 1.334, -0.081], [6.160, -3.017, -2.160], [6.027, -1.815, -2.688], [6.426, -0.746, -1.934], [6.279, 0.561, -2.421], [5.866, 0.766, -3.777], [5.552, -0.363, -4.504], [5.599, -1.670, -3.982], [6.867, -0.907, -0.938], [6.475, 1.429, -1.843], [5.831, 1.673, -4.307], [5.177, -0.195, -5.558], [5.314, -2.572, -4.501], [-0.418, -5.365, -3.922], [-0.185, -4.190, -4.549], [-1.159, -3.293, -4.963], [-0.877, -2.115, -5.683], [0.439, -1.759, -5.877], [1.434, -2.617, -5.395], [1.117, -3.786, -4.730], [-2.216, -3.622, -4.847], [-1.658, -1.566, -6.138], [0.740, -0.901, -6.354], [2.516, -2.336, -5.594], [1.903, -4.451, -4.492], [-4.387, 1.730, -6.261], [-3.244, 1.791, -6.656], [-2.504, 2.875, -6.462], [-3.127, 3.955, -5.709], [-2.287, 5.225, -5.915], [-2.460, 0.670, -7.299], [-3.191, 3.783, -4.641], [-4.179, 4.009, -6.036], [-2.912, 6.136, -5.707], [-1.930, 5.232, -6.939], [-1.483, 5.227, -5.258], [-2.396, 0.931, -8.384], [-2.933, -0.303, -7.137], [-1.410, 0.677, -6.929], [2.602, 1.610, -4.938], [1.723, 1.602, -4.123], [0.865, 2.633, -3.855], [1.255, 3.934, -4.383], [1.903, 4.667, -3.238], [1.262, 0.384, -3.361], [0.329, 4.414, -4.751], [2.055, 3.761, -5.135], [1.259, 4.711, -2.365], [2.195, 5.629, -3.647], [2.950, 4.366, -2.845], [0.401, -0.113, -3.705], [1.117, 0.708, -2.306], [1.993, -0.366, -3.439], [-4.391, -2.577, -2.384], [-3.593, -2.470, -1.486], [-3.898, -2.495, -0.217], [-5.264, -2.899, -0.037], [-5.357, -3.281, 1.405], [-2.147, -2.216, -1.606], [-5.538, -3.682, -0.756], [-5.921, -2.070, -0.265], [-4.615, -4.084, 1.510], [-6.378, -3.706, 1.616], [-5.193, -2.474, 2.054], [-2.132, -1.201, -1.136], [-1.808, -1.967, -2.578], [-1.571, -2.979, -1.087], [1.467, -3.528, 6.856], [1.115, -2.688, 7.618], [-0.191, -2.318, 7.690], [-1.054, -3.074, 6.861], [-2.487, -2.716, 7.312], [2.053, -2.051, 8.613], [-0.868, -4.095, 7.086], [-0.878, -2.836, 5.808], [-2.586, -2.477, 8.409], [-3.038, -3.624, 7.083], [-2.842, -1.773, 6.802], [1.533, -1.318, 9.270], [2.881, -1.544, 8.071], [2.462, -2.871, 9.177], [-1.333, 1.782, 4.430], [-2.387, 1.597, 4.907], [-3.495, 1.925, 4.315], [-3.550, 2.422, 2.952], [-5.001, 2.572, 2.534], [-2.678, 0.881, 6.238], [-3.043, 1.688, 2.331], [-2.931, 3.342, 2.915], [-5.068, 2.943, 1.511], [-5.553, 3.201, 3.224], [-5.493, 1.557, 2.626], [-1.906, 0.273, 6.536], [-3.601, 0.324, 6.063], [-2.939, 1.649, 6.941], [0.902, 0.342, 6.598], [1.291, 0.518, 5.471], [2.114, 1.490, 5.099], [2.399, 2.472, 6.118], [3.291, 3.482, 5.395], [0.899, -0.345, 4.302], [2.883, 2.162, 7.007], [1.480, 2.959, 6.400], [4.285, 3.063, 5.352], [3.285, 4.441, 5.985], [2.824, 3.612, 4.410], [0.790, 0.289, 3.383], [-0.018, -0.854, 4.520], [1.726, -1.004, 4.048], [0.492, 0.611, 0.275], [0.562, -0.585, 0.400], [-0.306, -1.329, 1.095], [-1.397, -0.571, 1.691], [-2.297, -1.466, 2.478], [1.664, -1.435, -0.196], [-1.851, -0.083, 0.824], [-0.991, 0.149, 2.353], [-3.149, -0.919, 2.829], [-1.863, -1.895, 3.410], [-2.645, -2.311, 1.981], [1.772, -1.173, -1.266], [1.470, -2.503, -0.125], [2.609, -1.115, 0.229], [5.033, 5.331, 1.447], [5.865, 4.800, 0.760], [5.606, 3.579, 0.228], [4.297, 3.048, 0.444], [4.313, 1.536, 0.516], [7.154, 5.473, 0.488], [3.671, 3.374, -0.384], [3.906, 3.499, 1.311], [5.030, 1.105, -0.169], [3.303, 1.153, 0.293], [4.499, 1.119, 1.500], [7.805, 4.966, -0.170], [7.679, 5.528, 1.416], [6.873, 6.456, 0.113]],
  "mulliken_charge": [-0.390, 0.775, -0.533, -0.401, -0.854, -0.010, -0.808, 0.588, 0.290, 0.430, 0.312, 0.630, -0.389, 0.446, -0.798, -0.069, -1.225, 0.196, -0.572, 0.549, 0.378, 0.923, -0.064, 0.512, -0.354, 0.680, -0.665, -0.415, -0.897, -0.022, -0.638, 0.402, 0.666, 0.544, 0.209, 0.481, -0.351, 0.006, -0.314, 0.142, -0.410, -0.566, -0.209, 0.341, -0.128, 0.642, 0.261, 0.543, -0.599, 0.954, -0.278, -0.135, -1.067, -1.042, 0.170, 0.437, 0.363, 0.319, 0.127, 0.427, 0.351, 0.087, -0.612, 0.233, -0.055, 0.277, -0.990, -0.352, -0.324, 0.309, 0.259, 0.459, 0.123, 0.010, 0.142, 0.387, -0.657, -0.038, 0.093, -0.366, -1.024, 1.490, 0.432, 0.246, 0.225, 0.423, 0.175, -0.860, -0.217, -0.011, -0.575, 0.815, -0.312, 0.105, -0.975, -1.024, 0.556, -0.162, 0.299, 0.407, 0.016, 0.238, 0.229, 0.401, -0.500, 0.914, -0.359, 0.944, -1.274, -1.236, -0.762, 0.318, 0.416, 0.452, 0.239, 0.177, 0.449, 0.378, -0.627, 0.136, -0.192, -0.306, -1.151, -0.033, 0.354, 0.316, 0.302, 0.368, 0.258, 0.161, -0.354, 0.784, -0.880, 1.180, 0.743, -0.399, -1.162, 0.009, -0.063, 0.672, 0.537, -0.397, 0.282, -0.223, -0.549, 0.379, -0.550, 0.795, -0.279, -0.241, -0.421, -1.143, 0.003, 0.488, -0.038, 0.004, 0.395, 0.296, 0.316, 0.303]
}

(3)
{
  "formula": "C25H16Co2NO7",
  "method": "ωB97M-V/def2-TZVPD",
  "charge": -1,
  "energy_ha": -4309.098744,
  "max_force_ha_per_bohr": 0.13179,
  "elements": ["O", "C", "Co", "C", "O", "C", "O", "C", "C", "C", "C", "C", "C", "C", "C", "C", "Co", "C", "O", "C", "O", "C", "O", "H", "H", "H", "H", "H", "H", "H", "C", "O", "C", "C", "C", "C", "C", "C", "N", "C", "C", "C", "H", "H", "H", "H", "H", "H", "H", "H", "H"],
  "coordinates": [[-5.487, 2.050, -2.477], [-5.041, 1.558, -1.523], [-4.647, 0.678, -0.056], [-6.071, 0.588, 0.955], [-6.944, 0.628, 1.707], [-4.441, -0.849, -0.868], [-4.341, -1.852, -1.438], [-3.112, 1.487, 0.943], [-1.856, 0.794, 1.046], [-0.869, 0.904, 2.046], [-0.274, -0.142, 2.841], [-0.990, -0.974, 3.751], [-0.309, -1.962, 4.467], [1.063, -2.183, 4.263], [1.776, -1.352, 3.400], [1.136, -0.285, 2.791], [-2.297, 1.365, -0.614], [-1.921, 0.981, -2.252], [-1.727, 0.632, -3.345], [-1.860, -0.266, -0.085], [-1.514, -1.405, -0.053], [-2.157, 3.081, -0.912], [-1.970, 4.195, -1.196], [-3.330, 2.335, 1.599], [-0.705, 1.937, 2.368], [-2.063, -0.791, 3.875], [-0.852, -2.592, 5.180], [1.577, -3.005, 4.769], [2.825, -1.521, 3.194], [1.678, 0.429, 2.170], [4.542, -2.479, -3.783], [3.610, -2.798, -2.721], [2.995, -1.781, -2.058], [3.036, -0.428, -2.475], [2.407, 0.585, -1.704], [1.586, 0.189, -0.577], [1.569, -1.182, -0.207], [2.252, -2.140, -0.891], [0.849, 1.086, 0.136], [0.999, 2.374, -0.121], [1.840, 2.869, -1.143], [2.496, 1.975, -1.975], [4.873, -3.456, -4.141], [4.043, -1.918, -4.586], [5.391, -1.899, -3.391], [3.527, -0.162, -3.422], [1.002, -1.466, 0.677], [2.228, -3.191, -0.585], [0.452, 3.091, 0.499], [1.941, 3.950, -1.253], [3.087, 2.315, -2.827]],
  "nbo_charge": [-0.589, 0.439, -0.039, 0.494, -0.572, 0.414, -0.573, -0.487, -0.377, 0.041, -0.115, -0.125, -0.237, -0.222, -0.227, -0.186, -0.152, 0.601, -0.533, 0.534, -0.600, 0.577, -0.552, 0.183, 0.195, 0.220, 0.210, 0.206, 0.210, 0.228, -0.253, -0.500, 0.320, -0.319, -0.086, 0.210, -0.182, -0.237, -0.433, 0.057, -0.261, -0.150, 0.198, 0.180, 0.181, 0.210, 0.251, 0.227, 0.196, 0.217, 0.207]
}